# 1
Formula: C31H36N2O4
Source: the OMol25 dataset
Level of theory: ωB97M-V/def2-TZVPD

Geometry as XYZ:
```
73
C31H36N2O4 (ωB97M-V/def2-TZVPD)
C 6.85605 3.34667 0.46784
C 5.84479 2.20756 0.56004
N 5.04158 2.19535 -0.66844
C 3.79205 1.52523 -0.63367
C 3.64957 0.14739 -0.92310
C 2.39661 -0.44880 -0.91160
C 1.20227 0.28682 -0.62650
C -0.05910 -0.36459 -0.66322
C -1.34397 0.23469 -0.77459
C -1.58970 1.58980 -1.15105
C -2.86890 2.13192 -1.14971
C -3.99726 1.34420 -0.84884
N -5.31369 1.89837 -0.80210
C -5.61512 2.56784 0.47191
C -7.04398 3.09611 0.49344
O -7.29360 3.91089 -0.65622
C -7.15630 3.14206 -1.85658
C -5.72343 2.64174 -2.00325
C -3.78544 -0.03081 -0.55321
C -2.50665 -0.56051 -0.53639
C 1.38238 1.65745 -0.27046
C 2.62819 2.26155 -0.30013
C 5.85676 2.06956 -1.87740
C 6.85432 3.22544 -1.89402
O 7.66028 3.21343 -0.70980
H 6.30135 4.30706 0.47543
H 7.57618 3.29974 1.29915
H 6.40482 1.25750 0.66827
H 5.18700 2.35187 1.42184
H 4.54239 -0.44564 -1.14169
H 2.28940 -1.51474 -1.12558
H -0.03952 -1.45474 -0.61564
H -0.75856 2.22011 -1.45091
H -3.00889 3.19402 -1.36795
H -5.47471 1.84098 1.27913
H -4.92864 3.42199 0.62933
H -7.73816 2.23367 0.54613
H -7.18174 3.77694 1.34663
H -7.84236 2.27090 -1.86686
H -7.40021 3.85145 -2.66204
H -5.06167 3.50965 -2.17417
H -5.66118 1.96851 -2.86611
H -4.65882 -0.65716 -0.35785
H -2.34688 -1.61990 -0.33550
H 0.52730 2.24514 0.05238
H 2.73998 3.33032 -0.09943
H 6.41317 1.11374 -1.88047
H 5.20663 2.12576 -2.75585
H 7.57309 3.11107 -2.71967
H 6.28845 4.17527 -1.98873
C -4.33179 -3.43727 2.70529
C -3.16205 -3.54793 1.76928
O -1.96270 -3.84937 2.51031
C -0.88448 -3.84901 1.66435
C 0.37039 -4.03971 2.32944
C 1.56406 -4.29921 1.65456
C 1.62601 -4.62821 0.25785
C 2.84169 -4.79015 -0.38658
C 4.04551 -4.62905 0.31384
C 4.02127 -4.36319 1.69360
C 2.81389 -4.22420 2.35928
O -1.05924 -3.66636 0.44647
H -5.20707 -3.19247 2.10060
H -4.53377 -4.37604 3.22526
H -4.19052 -2.63095 3.42972
H -3.33880 -4.33550 1.02437
H -3.03836 -2.58867 1.25513
H 0.35955 -3.96271 3.40521
H 0.68975 -4.71726 -0.28758
H 2.85077 -5.04230 -1.44832
H 4.99545 -4.72678 -0.20336
H 4.95267 -4.27181 2.25384
H 2.76163 -4.03474 3.43463
```

**Orbital gap**: 1.628 eV
**Max |F|**: 2.5 eV/Å
**Relative energy (zero: lowest compared OMol25 entry of this formula, charge and spin)**: 100.51 kcal per mole
**LUMO**: -3.160 eV


# 2
Formula: C34H38B3ClO14S
Source: the OMol25 dataset
Level of theory: ωB97M-V/def2-TZVPD

Geometry as XYZ:
```
91
C34H38B3ClO14S (ωB97M-V/def2-TZVPD)
C -5.45684 4.65882 3.23476
O -5.34441 4.51775 4.63893
C -5.16470 3.14164 4.99433
C -3.69373 2.80535 5.36366
C -2.81848 2.32934 4.15678
C -1.82570 1.17501 4.55355
C -1.96200 -0.05972 3.60681
B -0.82728 -0.15305 2.46926
O 0.44006 0.42036 2.75816
B 1.29066 0.50182 1.63880
O 1.12690 -0.48802 0.61915
B -0.25545 -0.35787 0.26930
C -0.76859 0.31020 -1.08558
C -0.40786 -0.46522 -2.40969
C 0.72283 0.17473 -3.27638
C 2.00720 0.58147 -2.49464
S 2.84462 2.05968 -3.23911
O 2.19489 2.49138 -4.49321
O 2.79051 3.14018 -2.21771
Cl 4.83607 1.66009 -3.61027
O -1.15657 -0.83530 1.27382
H -4.64162 4.12639 2.70170
H -6.43793 4.30560 2.86235
H -5.37680 5.73554 2.99456
H -5.58488 2.48109 4.20797
H -5.77734 2.98561 5.90305
H -3.22903 3.72402 5.76680
H -3.71598 2.07287 6.19168
H -2.20361 3.20233 3.85025
H -3.41467 2.05494 3.26807
H -2.10135 0.83056 5.58135
H -0.80369 1.58082 4.63448
H -1.93037 -1.02519 4.14665
H -2.92493 -0.02531 3.05594
H 2.09375 1.34943 1.45692
H -1.87658 0.33750 -1.01633
H -0.45666 1.37618 -1.15031
H -1.32563 -0.45360 -3.03286
H -0.23495 -1.53487 -2.17911
H 1.03241 -0.59742 -4.00854
H 0.31164 1.00325 -3.88031
H 1.83875 0.85679 -1.44402
H 2.74201 -0.23942 -2.57336
C 2.89834 2.87584 -10.55400
C 1.69579 2.59690 -10.05420
C 1.47436 2.50780 -8.59272
O 0.37840 2.25090 -8.13875
C 2.63825 2.74188 -7.70780
C 3.84090 3.02074 -8.20981
C 4.06265 3.10976 -9.66974
O 5.15757 3.36556 -10.12785
H 3.08039 2.94455 -11.61899
H 0.83313 2.42349 -10.68512
H 2.45863 2.67365 -6.64136
H 4.70377 3.19425 -7.57936
C 4.96621 -1.58546 1.72674
C 5.99963 -1.63176 2.56588
C 7.27136 -0.93995 2.25545
O 8.21298 -0.98348 3.01802
C 7.35053 -0.19392 0.97918
C 6.31685 -0.14784 0.14032
C 5.04631 -0.83973 0.45116
O 4.10245 -0.79696 -0.31091
H 4.02824 -2.08512 1.93500
H 5.95998 -2.17133 3.50354
H 8.28767 0.30595 0.77036
H 6.35584 0.39218 -0.79749
C -3.66567 -4.58512 -5.70712
C -3.54984 -3.34132 -5.24471
C -2.71359 -3.03792 -4.06248
O -2.60905 -1.90360 -3.63899
C -2.00938 -4.16643 -3.41384
C -2.12477 -5.41021 -3.87588
C -2.96151 -5.71434 -5.05879
O -3.06540 -6.84601 -5.48090
H -4.27302 -4.82725 -6.56975
H -4.05627 -2.50302 -5.70582
H -1.40219 -3.92452 -2.55074
H -1.61816 -6.24821 -3.41444
C -2.69020 -2.26223 8.40722
C -2.03925 -3.26810 8.98926
C -0.75642 -3.76770 8.44610
O -0.16380 -4.68445 8.97408
C -0.22332 -3.10647 7.23373
C -0.87412 -2.10071 6.65132
C -2.15835 -1.60166 7.19417
O -2.75488 -0.68211 6.66753
H -3.62963 -1.88354 8.78924
H -2.41301 -3.76267 9.87666
H 0.71667 -3.48459 6.85261
H -0.49809 -1.60593 5.76566
```

**Orbital gap**: 7.570 eV
**Max |F|**: 5.2 eV/Å
**LUMO**: -1.837 eV


# 3
Formula: C4H4LiO5
Source: the OMol25 dataset
Level of theory: ωB97M-V/def2-TZVPD

Geometry as XYZ:
```
14
C4H4LiO5 (ωB97M-V/def2-TZVPD)
O -1.60754 1.26717 -1.84237
C -1.17093 1.71682 -2.87319
O -0.46859 2.43476 -3.46083
Li -1.76557 -0.38089 -1.16762
O 1.12014 -0.85019 1.69780
C 2.19408 -0.64998 0.86722
C -0.22324 -1.02861 1.12921
O 3.03238 0.16920 1.31566
O 2.22816 -1.23356 -0.23810
C -0.85672 0.20551 0.56842
H -0.79431 -1.41271 1.98933
H -0.12622 -1.84300 0.39748
H -1.50116 0.68590 1.32841
H -0.06047 0.91959 0.28858
```

**Orbital gap**: 4.635 eV
**Max |F|**: 4.0 eV/Å
**Relative energy (zero: lowest compared OMol25 entry of this formula, charge and spin)**: 86.47 kcal per mole
**Total charge**: -1
**LUMO**: 1.412 eV